Computed, not measured: a molecular structure, C27H49BIInNO3S2 at a distorted geometry, with the ωB97M-V functional and the def2-TZVPD basis.

Last column: Löwdin charge in e.
Atoms and positions in Å:
1 C 3.04094 -2.31964 -2.94431  -0.10
2 C 4.27859 -3.13367 -2.44155  -0.25
3 C 4.04009 -3.53047 -0.96431  -0.19
4 C 4.31067 -2.31441 -0.04859  -0.22
5 N 3.04756 -1.78242 0.54401  -0.21
6 C 2.96339 -2.33109 1.92135  -0.20
7 C 1.66269 -1.99346 2.68196  -0.18
8 C 0.38940 -1.89990 1.80225  -0.31
9 C -0.58562 -0.84972 2.38246  -0.27
10 In -2.13970 -0.19071 0.90190  0.81
11 C -4.13382 -0.17331 1.95856  -0.28
12 C -4.53607 -1.63195 2.26511  -0.42
13 C -6.05820 -1.86435 2.09141  -0.65
14 I -7.13936 -1.95630 3.95858  0.64
15 C -1.53041 1.84229 0.09572  -0.22
16 C -2.64844 2.66051 -0.53334  -0.46
17 C -3.60927 1.81875 -1.37985  -0.06
18 O -2.20546 3.72099 -1.41787  -0.15
19 C -1.20248 4.53154 -0.85241  -0.18
20 C 0.17745 4.19960 -1.43661  -0.19
21 C 1.30543 4.82383 -0.94590  -0.05
22 C 2.52499 4.47952 -1.46488  -0.12
23 C 2.65458 3.53639 -2.44293  -0.12
24 C 1.52728 2.92666 -2.94929  -0.10
25 C 0.30280 3.27468 -2.43228  -0.06
26 B -2.32841 -1.67911 -0.86541  -0.59
27 O -1.20910 -2.48371 -1.19953  0.02
28 O -3.51472 -1.79331 -1.57808  -0.03
29 C -3.75787 -3.05719 -2.19432  -0.26
30 C -4.87695 -2.86613 -3.25535  -0.07
31 C 3.14576 -0.36021 0.53501  -1.02
32 S 1.97637 0.52236 -0.14980  0.84
33 S 4.59108 0.48231 1.22650  0.85
34 C 3.99824 1.57262 2.56567  -0.47
35 C 3.07614 2.72981 2.10817  -0.31
36 C 1.64008 2.57960 2.69454  -0.10
37 H 2.22672 -2.43846 -2.22743  0.06
38 H 3.25198 -1.24744 -2.98925  0.06
39 H 2.74320 -2.66218 -3.93761  0.06
40 H 5.15665 -2.48771 -2.52391  0.09
41 H 4.43149 -4.03197 -3.04518  0.09
42 H 3.01005 -3.85545 -0.79915  0.11
43 H 4.70120 -4.38060 -0.75875  0.10
44 H 4.85410 -1.54788 -0.60714  0.10
45 H 4.98216 -2.63939 0.75854  0.11
46 H 3.80367 -1.89086 2.49109  0.09
47 H 3.15080 -3.40743 1.90136  0.12
48 H 1.80490 -1.10593 3.30609  0.09
49 H 1.49987 -2.81915 3.38686  0.11
50 H 0.61358 -1.71431 0.75361  0.04
51 H -0.10044 -2.87981 1.84630  0.10
52 H -0.06973 0.00678 2.82839  0.00
53 H -1.12598 -1.34411 3.20507  0.03
54 H -4.87787 0.31869 1.32657  0.02
55 H -3.99725 0.34286 2.91434  0.02
56 H -4.23705 -1.90632 3.27970  0.07
57 H -4.04613 -2.35089 1.59130  0.07
58 H -6.27055 -2.80028 1.57261  0.03
59 H -6.48674 -1.04759 1.51496  0.03
60 H -1.10254 2.41206 0.93250  0.02
61 H -0.70366 1.63657 -0.59210  0.01
62 H -3.24892 3.08201 0.29150  0.14
63 H -4.18067 1.11494 -0.77909  0.05
64 H -4.30477 2.52822 -1.85028  0.08
65 H -3.03964 1.34872 -2.18682  0.08
66 H -1.41817 5.56535 -1.16392  0.13
67 H -1.18977 4.50523 0.24107  0.12
68 H 1.26296 5.57767 -0.16552  0.12
69 H 3.43642 4.93759 -1.08659  0.10
70 H 3.61555 3.22955 -2.84484  0.10
71 H 1.57401 2.17136 -3.72510  0.10
72 H -0.55410 2.75495 -2.84178  0.12
73 H -0.65462 -1.90599 -1.74437  0.08
74 H -2.89102 -3.45823 -2.72226  0.10
75 H -4.10682 -3.80769 -1.47595  0.12
76 H -5.85880 -3.14692 -2.87204  0.06
77 H -4.85771 -1.81743 -3.55703  0.07
78 H -4.62939 -3.48475 -4.12346  0.06
79 H 3.48547 0.94421 3.29445  0.06
80 H 4.88528 2.00812 3.03037  0.07
81 H 3.03213 2.82149 1.02443  0.04
82 H 3.43801 3.69737 2.47631  0.09
83 H 1.45556 1.58715 3.10429  0.05
84 H 0.93331 2.74511 1.87438  0.05
85 H 1.42559 3.35238 3.43687  0.07

Its charge is -1. The calculation puts the HOMO-LUMO gap at 6.21 eV.


Computed, not measured: 2 unconnected molecules or ions with the total composition C3H6N2 at a distorted geometry, with the ωB97M-V functional and the def2-TZVPD basis.

Last column: Löwdin charge in e.
Atoms and positions in Å:
1 C -0.14898 1.18406 -0.03688  -0.11
2 N 0.25010 0.09164 -0.54003  -0.12
3 C 1.48762 -0.56932 -0.08670  -0.12
4 H 0.32589 1.89228 0.68823  0.09
5 H -1.03266 1.64423 -0.35503  0.03
6 H 2.06535 -0.69808 -0.98456  0.07
7 H 1.26309 -1.60236 0.15465  0.06
8 H 1.95118 0.06720 0.68706  0.08
9 C -2.08776 -0.71383 0.10681  -0.11
10 N -2.71361 0.23314 0.27234  0.06
11 H -1.36022 -1.52897 0.09411  0.07

As for the SMILES: C=NC.C#N. Its charge is 0. The calculation puts the HOMO-LUMO gap at 10.77 eV.


Computed, not measured: 2 unconnected molecules or ions with the total composition C2F4O3S at a distorted geometry, with the ωB97M-V functional and the def2-TZVPD basis.

Last column: Löwdin charge in e.
Atoms and positions in Å:
1 C 1.23093 0.64199 -0.36780  -0.54
2 C 0.54727 -0.62471 -0.07032  -0.48
3 O -3.09618 -0.37808 -0.97379  -0.43
4 O -2.12694 -0.05175 1.30112  -0.43
5 O -0.06663 0.58710 -0.23295  0.22
6 F 1.82415 0.98838 -1.48993  0.20
7 F 2.10832 1.05701 0.55806  0.16
8 F 0.45311 -1.58687 -0.99320  0.18
9 F 0.57153 -1.12719 1.14906  0.19
10 S -3.03704 0.41141 0.24477  0.93

Its charge is 0. The calculation puts the HOMO-LUMO gap at 10.00 eV.


Computed, not measured: a molecular structure, C10H22LiO4 at a distorted geometry, with the ωB97M-V functional and the def2-TZVPD basis.

Last column: Löwdin charge in e.
Atoms and positions in Å:
1 Li -0.82326 -0.42636 0.88640  0.62
2 C -3.23096 -1.60931 0.29372  -0.44
3 O -2.65975 -1.11023 1.45493  -0.46
4 H -4.32562 -1.70666 0.41244  0.03
5 H -3.06894 -0.95731 -0.59620  0.02
6 H -2.86911 -2.60400 -0.04638  0.03
7 C 1.05680 0.38597 3.24382  -0.45
8 O -0.19237 -0.00508 2.82101  -0.45
9 H 1.09354 1.44947 3.58540  0.03
10 H 1.40782 -0.17073 4.13813  0.03
11 H 1.81332 0.29313 2.43094  0.02
12 C -1.66436 3.07128 -1.15882  -0.15
13 C -0.72611 3.51662 -0.02594  -0.15
14 C 0.26897 2.36456 0.13064  -0.18
15 O -0.47186 1.23610 -0.30163  -0.21
16 C -1.22481 1.62280 -1.42813  -0.20
17 H -1.67066 3.66309 -2.07294  0.10
18 H -2.69506 3.03812 -0.79862  0.11
19 H -1.23825 3.74495 0.90510  0.11
20 H -0.22124 4.45554 -0.28769  0.10
21 H 0.57601 2.26393 1.17049  0.11
22 H 1.18174 2.46122 -0.46915  0.12
23 H -2.04507 0.92258 -1.56244  0.11
24 H -0.59692 1.60458 -2.33186  0.12
25 C 2.63815 -1.89911 -1.25183  -0.17
26 C 1.65288 -3.06257 -1.30863  -0.17
27 C 0.80285 -2.77707 -0.08251  -0.19
28 O 0.64066 -1.37242 -0.09600  -0.20
29 C 1.80293 -0.76241 -0.66399  -0.18
30 H 3.14186 -1.73083 -2.20538  0.10
31 H 3.47625 -2.18296 -0.60154  0.11
32 H 2.09610 -4.05691 -1.34954  0.11
33 H 1.04135 -2.94569 -2.21195  0.11
34 H 1.38409 -3.07771 0.80202  0.13
35 H -0.13673 -3.31952 -0.01802  0.13
36 H 2.33352 -0.17718 0.08338  0.12
37 H 1.45227 -0.13989 -1.48922  0.11

Its charge is -1. The calculation puts the HOMO-LUMO gap at 5.43 eV.


Computed, not measured: a single C3H2O3S molecule at a distorted geometry, with the ωB97M-V functional and the def2-TZVPD basis.

Last column: Löwdin charge in e.
Atoms and positions in Å:
1 C 1.97061 -0.26964 0.07340  0.07
2 C 0.90887 -0.07274 0.70983  -0.08
3 C -0.26605 0.33787 0.46462  -0.25
4 O -0.56879 0.26149 -0.99479  -0.15
5 S -1.88534 0.11243 -0.07877  0.69
6 O -2.75940 1.24866 -0.14818  -0.25
7 O -2.34821 -1.20317 0.03405  -0.22
8 H 2.36890 0.73463 -0.16283  0.11
9 H 2.57941 -1.14954 0.10266  0.08

As for the SMILES: C=C=C1OS1(=O)=O. Its charge is 0. The calculation puts the HOMO-LUMO gap at 9.66 eV.


Computed, not measured: a molecular structure, C33H29CaN10O2S3 at a distorted geometry, with the ωB97M-V functional and the def2-TZVPD basis.

Last column: Löwdin charge in e.
Atoms and positions in Å:
1 Ca -0.93027 -0.82946 2.30464  1.41
2 C -0.98822 2.78894 1.97370  -0.11
3 N -1.08437 1.52573 1.11395  -0.12
4 C -2.24752 1.55330 0.15773  -0.16
5 C -2.41325 0.28567 -0.65649  -0.48
6 N -2.24148 -0.89970 0.21432  -0.05
7 C -3.36823 -1.62447 0.11423  -0.31
8 C -3.70802 -2.79745 0.87500  -0.06
9 C -4.84706 -3.50896 0.60810  -0.15
10 C -5.81110 -3.05566 -0.31753  -0.13
11 C -5.52390 -1.80114 -0.93166  -0.06
12 C -4.35990 -1.06029 -0.72138  -0.20
13 N -3.77511 0.13651 -1.26075  0.10
14 C -0.29509 2.40059 3.26172  -0.31
15 N -0.19854 1.13253 3.75952  0.07
16 C 0.29624 1.31042 5.06330  -0.24
17 C 0.58722 0.35792 6.00465  -0.01
18 C 1.20933 0.75088 7.19038  -0.08
19 C 1.58065 2.08769 7.39422  -0.09
20 C 1.25468 3.06496 6.43049  -0.03
21 C 0.61572 2.66084 5.28921  -0.19
22 N 0.17776 3.34574 4.12803  0.15
23 H -2.00886 3.08066 2.20574  0.12
24 H -0.37715 3.57507 1.46140  0.13
25 H -0.24707 1.38524 0.58623  -0.01
26 H -2.13180 2.38129 -0.58226  0.12
27 H -3.22706 1.78196 0.70835  0.14
28 H -2.97281 -3.23126 1.58451  0.10
29 H -4.95649 -4.48427 1.10770  0.10
30 H -6.71976 -3.53334 -0.58899  0.06
31 H -6.29636 -1.46397 -1.56639  0.07
32 H -3.85569 0.32666 -2.23810  0.10
33 H 0.26095 -0.70614 5.81691  0.13
34 H 1.53663 0.00080 7.90731  0.10
35 H 2.02251 2.25445 8.33885  0.08
36 H 1.51661 4.10658 6.64521  0.11
37 H 0.37690 4.34103 3.87574  0.19
38 N 1.17310 -2.01828 1.51480  -0.07
39 N 1.73763 -2.30051 2.77998  -0.04
40 C 0.79834 -2.75871 3.83489  -0.74
41 O 1.36700 -3.35506 4.73830  0.00
42 O -0.43048 -2.44000 3.67338  -0.26
43 H 1.30444 -2.85157 0.94529  0.10
44 H 1.68216 -1.25047 1.12377  -0.02
45 H 2.48359 -2.99882 2.73086  0.12
46 S 5.97141 0.32687 -3.07472  0.53
47 C 4.71916 0.91181 -2.21471  -1.18
48 S 4.65046 0.58134 -0.54133  0.94
49 C 3.03108 1.20283 -0.50403  -1.18
50 N 2.54234 1.47158 -1.71267  0.00
51 N 3.54278 1.46863 -2.64713  -0.16
52 C 3.22575 1.90438 -3.94531  -0.24
53 C 4.08743 2.81600 -4.58826  -0.02
54 C 3.80335 3.24144 -5.89961  -0.10
55 C 2.64020 2.81283 -6.49779  -0.10
56 C 1.78618 1.92041 -5.79718  -0.08
57 C 2.04939 1.52047 -4.50678  -0.03
58 S 2.25324 1.29983 1.00988  0.49
59 H 5.00800 3.14078 -4.03885  0.12
60 H 4.50975 3.86736 -6.44279  0.10
61 H 2.41856 3.18497 -7.48720  0.09
62 H 0.90635 1.54949 -6.33976  0.10
63 H 1.31225 0.87029 -4.03710  0.11
64 C -1.36337 0.26029 -1.80174  -0.07
65 C -0.82588 -1.08007 -2.20302  -0.22
66 C 0.51008 -1.32807 -2.03228  -0.02
67 C 1.03859 -2.58765 -2.46829  -0.01
68 C 0.17595 -3.51619 -3.04638  -0.21
69 C -1.22162 -3.20960 -3.20246  -0.01
70 C -1.67514 -1.99791 -2.80577  -0.03
71 C 0.69374 -4.85705 -3.36667  -0.19
72 N 1.02730 -5.89044 -3.74241  0.13
73 H -1.87928 0.62359 -2.71940  0.13
74 H -0.52715 0.93620 -1.60126  0.11
75 H 1.19229 -0.67212 -1.55217  0.07
76 H 2.06528 -2.82589 -2.23028  0.11
77 H -1.96569 -3.87053 -3.64502  0.12
78 H -2.66861 -1.74180 -2.91637  0.09

Its charge is -1. The calculation puts the HOMO-LUMO gap at 6.05 eV.